Entry 1:
# C30H26KN6SSbSe4

A structure of composition C30H26KN6SSbSe4 at a distorted geometry (ωB97M-V/def2-TZVPD, OMol25).

Values from the calculation:
Net charge: -2
Gap between HOMO and LUMO (eV): 4.55
E_LUMO (eV): 3.54
DFT total energy (Eh): -12331.59310
F_max (eV/Å): 3.8
Relative energy (zero: lowest compared OMol25 entry of this formula, charge and spin) (eV): 0.891

The geometry in XYZ format:
```
69
Properties=species:S:1:pos:R:3:forces:R:3:nbo_charge:R:1
K -0.528979 1.934842 -0.248053 0.063 -0.424 -0.239 0.860
C 3.123580 1.286705 -0.523159 0.162 0.734 0.109 -0.255
C 4.110180 1.386442 0.436510 0.421 -1.284 1.576 -0.198
C 4.684178 2.604983 0.802703 -1.262 0.076 -2.282 -0.231
C 4.250501 3.735419 0.133184 -1.221 -1.084 -0.987 -0.199
C 3.230905 3.665912 -0.873153 2.400 -0.070 2.983 -0.218
C 2.691747 2.460598 -1.139886 -0.346 -1.265 -1.035 -0.156
H 2.681710 0.359008 -0.844520 0.027 -0.330 0.256 0.218
H 4.407961 0.512733 1.056873 -0.204 0.394 -0.839 0.208
H 5.526926 2.676170 1.421829 0.756 -0.100 1.196 0.201
H 4.679513 4.645641 0.417713 0.490 1.471 0.105 0.195
H 2.900756 4.547027 -1.303337 -0.726 1.472 -0.966 0.229
H 1.982210 2.396252 -1.940969 -0.543 -0.027 -0.214 0.211
C 2.736681 3.402098 3.221763 0.122 -0.181 0.536 -0.263
C 1.537364 3.719475 2.606146 0.183 -0.950 0.808 -0.153
C 0.479249 2.806357 2.755238 -0.265 2.776 -1.849 -0.281
C 0.740629 1.642943 3.346873 0.791 -2.421 1.457 0.133
N 1.907434 1.272839 3.921859 -0.221 0.061 -0.095 -0.402
C 2.857702 2.168036 3.885480 0.024 0.771 -0.593 0.032
C -0.297087 0.622331 3.388541 -0.023 -0.935 -0.631 0.143
C -1.578775 1.004174 3.657705 -1.108 1.177 1.037 -0.165
C -2.573879 0.037888 3.640504 1.046 -2.056 -0.704 -0.167
C -2.240765 -1.291174 3.272421 0.455 0.021 0.364 -0.262
C -0.869591 -1.564845 3.010322 -0.922 -0.509 -0.457 0.177
N 0.055467 -0.623363 3.036256 0.199 0.038 0.171 -0.414
C -0.377549 -2.940396 2.530773 -0.805 1.412 1.259 0.196
C -0.159382 -3.121164 1.188790 -0.079 -0.088 -1.924 -0.244
C 0.195508 -4.387930 0.759038 -0.035 -0.849 0.716 -0.159
C 0.397494 -5.377870 1.740859 0.314 0.410 -1.330 -0.277
C 0.263540 -5.052999 3.070354 -0.068 -0.401 -0.305 0.025
N -0.194459 -3.879442 3.458425 0.097 0.728 0.425 -0.422
H 3.620829 4.027075 3.303342 -0.278 0.293 -0.521 0.203
H 1.366232 4.577616 2.012404 0.002 0.961 -0.391 0.244
H -0.514634 3.041245 2.293460 0.707 -0.226 0.445 0.290
H 3.809422 1.915773 4.329356 0.156 -0.127 0.255 0.169
H -1.735333 2.080412 3.946763 -0.264 -1.395 -0.451 0.244
H -3.584595 0.188737 3.881835 -1.103 0.770 0.219 0.218
H -3.003532 -2.119575 3.219401 0.906 1.120 0.083 0.220
H -0.340135 -2.352762 0.408132 0.110 -0.292 0.920 0.254
H 0.277181 -4.652008 -0.296057 0.015 0.262 0.226 0.231
H 0.689692 -6.361602 1.411682 0.092 -0.246 0.170 0.203
H 0.526618 -5.775005 3.835874 -0.209 -0.012 0.123 0.177
C 0.963902 -3.159957 -5.824902 0.462 -0.512 1.314 -0.409
N 0.244427 -2.262117 -4.948069 0.256 0.797 -1.115 -0.378
C 0.249160 -0.863726 -5.126520 1.129 -1.058 -0.588 -0.107
C -0.558873 -0.370643 -4.210210 -0.325 -1.550 0.673 -0.027
N -1.091140 -1.419497 -3.460674 0.664 -0.152 -1.384 -0.393
C -0.612802 -2.625347 -3.975720 -0.818 1.275 0.438 0.264
S -1.102873 -4.155767 -3.570924 0.003 -0.653 0.262 -0.344
C -2.147528 -1.205799 -2.526707 0.067 -0.679 0.635 0.363
C -3.454029 -1.400260 -2.910146 -0.093 -0.171 0.820 -0.220
C -4.457053 -1.248342 -1.963095 1.141 0.591 1.330 -0.160
C -4.086388 -0.847569 -0.693105 0.537 0.798 1.024 -0.203
C -2.702894 -0.704796 -0.399627 -1.244 -0.058 -0.073 0.067
N -1.754055 -0.910884 -1.286956 0.216 -0.113 -0.656 -0.456
H 1.901122 -2.657093 -6.101054 0.011 -0.433 0.370 0.196
H 0.472528 -3.374464 -6.766947 -0.576 -0.161 0.044 0.197
H 1.079292 -4.081574 -5.186227 0.277 0.664 -1.150 0.246
H 0.937360 -0.388822 -5.823050 -0.426 -0.168 0.234 0.219
H -0.811122 0.593187 -3.995083 -0.742 2.509 0.625 0.264
H -3.702259 -1.747954 -3.870489 -0.034 -0.192 -1.209 0.218
H -5.491691 -1.377643 -2.123562 -0.890 -0.169 -0.728 0.211
H -4.823520 -0.515743 0.081315 0.745 -0.593 -0.806 0.237
H -2.346390 -0.425260 0.580385 -0.316 0.132 0.265 0.210
Se -3.038561 2.873452 1.280522 -0.263 -0.038 0.145 -1.054
Sb -2.969762 4.138643 -0.912978 -0.005 -1.451 0.358 1.104
Se -3.042524 2.245167 -2.555666 0.169 0.189 -0.126 -1.024
Se -0.683874 4.951896 -0.894516 1.042 0.648 -0.139 -1.004
Se -4.702993 5.722297 -1.049239 -0.840 0.872 -0.192 -0.829
```
Positions in Å, forces in eV/Å.

=====

Entry 2:
# Cl3HO3Si

An isolated molecule of Cl3HO3Si at a distorted geometry (ωB97M-V/def2-TZVPD, OMol25).

Values from the calculation:
Spin multiplicity: 3
Gap between HOMO and LUMO (alpha / beta) (eV): 7.22 / 7.42
E_LUMO (alpha / beta) (eV): -0.38 / -3.59
DFT total energy (Eh): -1896.19529
<S²>: 2.007
F_max (eV/Å): 6.9

The geometry in XYZ format:
```
8
Properties=species:S:1:pos:R:3:forces:R:3:nbo_charge:R:1
O -1.270226 -0.761780 -0.449209 -1.228 -0.748 -0.075 -0.908
O 0.965472 0.289576 -1.174261 -4.911 -2.693 -0.709 -0.873
O 0.707288 -0.677289 1.198047 0.587 -0.460 0.698 -0.904
Si -0.072795 0.207116 0.076365 -0.820 -0.056 0.244 2.083
Cl -2.366056 -0.439955 -1.676864 0.445 0.182 0.352 0.276
Cl 2.449397 1.069539 -1.207849 6.079 3.171 -0.140 0.276
Cl 0.111474 -1.183356 2.681350 -0.078 0.289 -0.443 0.285
H -0.524553 1.496150 0.552420 -0.075 0.315 0.074 -0.235
```
Positions in Å, forces in eV/Å.

=====

Entry 3:
# C22H28F6NO22

A cluster of 9 separate species, C22H28F6NO22 in total at a distorted geometry (ωB97M-V/def2-TZVPD, OMol25).

Values from the calculation:
Net charge: -1
Gap between HOMO and LUMO (eV): 6.02
E_LUMO (eV): 1.82
DFT total energy (Eh): -3164.43434
F_max (eV/Å): 5.4
Relative energy (zero: lowest compared OMol25 entry of this formula, charge and spin) (eV): 2.989

The geometry in XYZ format:
```
79
Properties=species:S:1:pos:R:3:forces:R:3:mulliken_charge:R:1
N 18.254080 -2.180770 8.702680 -1.086 -0.122 0.031 0.939
H 19.197670 -2.143310 8.344440 1.961 -0.575 -0.245 0.276
H 17.636600 -2.448700 7.949670 -0.785 -0.320 -1.403 0.265
H 18.023580 -1.202600 8.803520 -0.378 0.365 0.850 0.358
H 18.086200 -2.835520 9.453150 0.349 0.548 0.551 -0.014
C 21.710160 -1.661440 5.742290 0.812 -0.924 -0.381 -1.300
C 20.675660 -1.502270 6.861820 -0.142 1.360 -3.141 0.747
O 19.716990 -0.758940 6.685500 -1.076 1.746 -0.504 -0.681
O 20.795340 -2.231510 7.819830 1.081 -2.672 3.522 -0.910
H 22.070910 -2.685230 5.841340 0.139 -0.133 -0.046 0.336
H 22.612720 -1.053470 5.804410 -0.120 0.405 0.346 0.309
H 21.353180 -1.588860 4.714970 -0.477 0.347 0.205 0.310
C 14.653570 -3.921130 6.526390 -0.029 0.226 0.203 -0.856
C 15.638640 -3.007610 5.789930 2.956 0.166 0.621 0.536
O 16.643750 -2.567380 6.477470 -1.561 -0.495 0.042 -0.772
O 15.581190 -2.918180 4.560690 -1.173 0.137 -0.303 -0.739
H 13.624880 -3.563560 6.481240 -0.084 -0.130 -0.354 0.340
H 14.899410 -4.018800 7.583810 0.183 -0.001 -0.013 0.066
H 14.770380 -4.880140 6.021660 -0.419 -0.156 0.072 0.220
C 17.543960 -5.816030 12.682950 -0.424 0.840 -1.935 0.004
C 17.430450 -6.190450 11.187400 -0.775 0.147 0.894 0.178
O 18.696420 -6.766140 10.928580 -0.920 -1.011 -1.706 -0.312
C 19.580650 -6.332230 11.797050 4.038 1.198 1.430 0.725
O 20.812570 -6.468070 11.807430 -3.954 0.003 -0.423 -0.606
O 18.934870 -5.592870 12.720780 0.809 -0.546 1.763 -0.287
F 17.262390 -5.068570 10.449420 0.335 0.296 -0.390 -0.210
H 17.103490 -6.579630 13.324050 0.653 -0.149 0.281 0.299
H 17.082360 -4.843030 12.851220 -0.219 -0.237 0.013 -0.099
H 16.597520 -6.834090 10.904450 0.467 -0.477 0.075 0.312
C 17.863410 -6.136240 6.373050 0.331 0.421 0.628 -0.064
C 18.975240 -7.058280 6.932000 -0.357 2.178 -3.008 0.660
O 20.066140 -6.447210 6.230740 1.359 -1.077 0.736 -0.369
C 19.707400 -5.740840 5.100210 2.818 1.512 -0.929 0.716
O 20.507400 -5.241100 4.287930 -2.846 -2.228 2.807 -0.603
O 18.413680 -5.609120 5.146020 -2.013 -0.077 -0.468 -0.293
F 18.834060 -8.347690 6.458900 0.165 0.227 0.851 -0.329
H 17.769860 -5.304570 7.071390 -0.014 0.285 -0.097 -0.082
H 16.855230 -6.530680 6.246240 0.357 -0.307 -0.445 0.259
H 19.111320 -6.936950 8.006640 0.254 -0.743 -0.146 0.070
C 21.056050 2.343300 12.722640 0.103 0.680 1.732 -0.546
C 22.103810 2.134750 11.681950 -1.515 -0.902 -0.872 0.240
O 21.339480 1.381090 10.739360 1.914 0.500 -1.525 -0.318
C 20.330400 0.780620 11.332420 -3.797 -1.503 -1.055 0.328
O 19.508530 0.011680 10.897700 1.943 0.312 -0.181 -0.168
O 20.128760 1.301000 12.524320 -0.001 1.206 1.640 -0.281
F 23.028070 1.307310 12.171810 1.642 -0.566 0.337 -0.264
H 20.643500 3.349200 12.644700 -0.518 -0.148 -0.021 0.357
H 21.428760 2.165210 13.731330 0.362 0.471 -0.056 0.279
H 22.571410 2.988380 11.191280 -0.173 -0.104 0.039 0.293
C 14.896820 2.314250 6.538190 -1.277 -0.204 1.087 -0.517
C 15.449250 1.414010 5.420920 0.531 1.565 2.405 0.469
O 16.413010 0.633240 6.139180 -0.868 -0.242 -1.060 -0.207
C 16.316190 0.816590 7.465430 0.776 -1.682 2.162 0.271
O 16.911840 0.198780 8.333200 -1.320 1.928 -2.193 -0.385
O 15.376350 1.749240 7.763640 0.246 0.147 -0.523 -0.415
F 16.111000 2.223170 4.577320 0.537 0.077 -1.174 -0.307
H 13.808030 2.271000 6.565790 -0.114 -0.218 0.034 0.248
H 15.114190 3.382350 6.537600 0.669 -0.152 -0.545 0.275
H 14.605590 0.954680 4.905800 0.801 -1.036 -0.149 0.257
C 17.217400 -0.539410 13.851710 -0.071 -0.047 0.320 -0.126
C 17.253200 -2.060110 13.841320 2.279 0.489 -0.236 0.508
O 16.938270 -2.445810 12.581610 -1.438 0.547 -2.553 -0.199
C 16.325830 -1.391360 11.922120 1.233 2.322 -4.015 0.590
O 15.817990 -1.350440 10.800650 1.164 -1.090 4.471 -0.486
O 16.761910 -0.194510 12.543930 -1.079 -1.635 0.511 -0.305
F 16.364760 -2.656680 14.611050 -1.722 -0.642 2.344 -0.388
H 18.201170 -0.149310 14.112720 0.107 0.172 -0.745 0.115
H 16.561630 -0.184640 14.646820 -0.442 0.030 -0.203 0.312
H 18.244230 -2.442800 14.085260 0.038 -0.161 0.046 -0.015
C 22.923050 -2.555480 12.340800 0.710 0.729 -0.709 -0.608
C 22.052130 -2.107290 13.467280 1.093 -1.312 0.532 0.303
O 20.854300 -2.773270 13.165500 -0.334 -0.097 1.168 -0.175
C 20.826750 -3.041920 11.828590 -3.893 1.191 -3.526 0.151
O 19.805570 -3.255050 11.148940 3.511 -0.076 3.097 -0.159
O 22.000600 -2.716650 11.301970 -0.091 -0.788 -0.998 -0.235
F 21.859910 -0.775010 13.549450 -0.430 0.747 -0.368 -0.226
H 23.404170 -3.516870 12.520700 0.113 0.084 0.344 0.356
H 23.647040 -1.793110 12.053190 0.030 -0.112 -0.003 0.322
H 22.570440 -2.365900 14.390630 -0.932 -0.506 0.456 0.263
```
Positions in Å, forces in eV/Å.

=====

Entry 4:
# C19H28F5N7O3S

A cluster of 8 separate species, C19H28F5N7O3S in total (ωB97M-V/def2-TZVPD, OMol25).

Values from the calculation:
Gap between HOMO and LUMO (eV): 10.56
E_LUMO (eV): 0.42
DFT total energy (Eh): -2247.26468
F_max (eV/Å): 0.6
Relative energy (zero: lowest compared OMol25 entry of this formula, charge and spin) (eV): 0.000

The geometry in XYZ format:
```
63
Properties=species:S:1:pos:R:3:forces:R:3:nbo_charge:R:1
O -1.113842 2.478422 4.271066 -0.053 -0.140 -0.005 -0.921
S -2.422376 2.437296 4.871713 0.044 0.306 -0.004 1.749
O -2.602257 0.996910 5.602924 -0.143 -0.016 -0.057 -0.901
O -3.522775 2.084187 3.702659 0.178 -0.288 0.046 -0.757
C -3.272115 2.549527 2.356801 -0.237 0.252 -0.237 -0.072
C -2.312026 1.697980 1.546000 0.149 -0.089 0.135 -0.447
C -2.575936 0.196834 1.669900 -0.029 0.151 0.006 -0.465
C -1.426469 -0.582351 1.086040 -0.172 -0.098 0.076 0.620
F -1.211851 -0.213960 -0.194840 0.061 0.007 -0.411 -0.321
F -0.277514 -0.331052 1.752668 0.180 0.110 0.302 -0.322
C -1.612550 -2.133577 1.094812 0.114 0.076 0.187 0.923
F -0.466246 -2.760599 1.377590 -0.024 0.036 -0.138 -0.308
F -2.514308 -2.506938 2.006491 -0.057 -0.023 0.143 -0.314
F -2.036554 -2.567733 -0.091911 -0.167 -0.053 -0.183 -0.315
H -3.272141 0.478912 5.129642 0.085 -0.007 0.004 0.504
H -2.912963 3.581098 2.372010 0.048 -0.067 0.052 0.213
H -4.265116 2.548881 1.901414 0.045 -0.016 0.076 0.193
H -2.408386 2.023305 0.507405 0.016 -0.057 0.029 0.233
H -1.289730 1.921857 1.848447 -0.096 -0.032 0.043 0.257
H -2.670556 -0.089740 2.718395 -0.010 -0.015 -0.069 0.229
H -3.491076 -0.097912 1.148326 0.016 -0.023 0.068 0.228
C 1.830203 -0.133733 -0.908906 -0.172 -0.183 0.143 -0.736
C 2.823990 0.771208 -1.462056 -0.004 0.070 -0.094 0.309
N 3.581669 1.505007 -1.916960 -0.047 0.011 0.008 -0.368
H 2.262200 -1.117219 -0.731815 0.070 0.035 -0.040 0.258
H 1.439394 0.252026 0.031008 0.076 0.072 -0.020 0.264
H 0.998826 -0.248130 -1.603255 0.032 0.047 -0.034 0.270
C 1.693145 4.635516 -0.446709 0.192 0.003 -0.096 -0.741
C 0.522612 4.376316 0.378901 -0.082 -0.039 -0.008 0.317
N -0.410888 4.187453 1.020730 0.033 0.087 -0.050 -0.379
H 2.109821 3.711765 -0.846326 -0.062 -0.061 0.045 0.270
H 1.421665 5.277480 -1.284117 -0.038 -0.002 0.021 0.248
H 2.461820 5.139913 0.136186 -0.027 -0.039 0.008 0.281
C 1.013879 0.772308 -5.012833 0.200 0.002 -0.109 -0.731
C -0.184914 0.649484 -4.196186 0.005 -0.038 0.065 0.301
N -1.121732 0.545425 -3.540750 0.012 -0.010 0.016 -0.354
H 1.268186 -0.190100 -5.454057 -0.044 -0.025 0.047 0.262
H 0.856386 1.494915 -5.811698 -0.047 0.010 0.026 0.252
H 1.855769 1.099979 -4.403078 -0.040 0.003 0.045 0.269
C 1.453650 8.750759 0.718162 -0.090 0.044 -0.011 -0.724
C 2.626511 7.886843 0.719595 0.085 0.011 0.075 0.299
N 3.548455 7.203382 0.734506 -0.052 0.060 -0.029 -0.344
H 1.464592 9.394074 1.596017 0.020 -0.012 0.003 0.259
H 1.446622 9.372545 -0.175185 0.017 -0.011 -0.001 0.255
H 0.547069 8.147410 0.738015 0.017 -0.015 0.002 0.259
C -0.145433 -4.107969 -2.378575 -0.168 -0.114 -0.002 -0.737
C 0.950196 -3.272710 -2.844742 0.021 0.076 -0.037 0.316
N 1.813288 -2.608249 -3.209077 0.020 -0.032 0.016 -0.375
H 0.230546 -5.087587 -2.093847 -0.004 0.000 -0.009 0.267
H -0.617393 -3.654325 -1.509409 0.053 0.013 -0.049 0.267
H -0.891143 -4.225651 -3.163354 0.027 0.061 -0.024 0.259
C 3.777750 -5.780098 -1.262235 0.091 0.010 -0.040 -0.730
C 2.479488 -5.893273 -0.612085 -0.025 0.034 0.038 0.348
N 1.450372 -5.966500 -0.108954 0.580 -0.049 -0.213 -0.390
H 4.092477 -6.751171 -1.639781 -0.025 -0.007 0.012 0.261
H 3.715560 -5.076635 -2.091714 -0.032 0.008 0.011 0.269
H 4.519025 -5.419721 -0.551327 -0.022 -0.004 0.019 0.263
C -1.408761 -5.769147 0.964740 -0.003 0.102 -0.111 -0.756
C -1.788135 -7.127734 1.325242 -0.064 0.045 0.028 0.297
N -2.092696 -8.197690 1.607170 0.016 -0.034 -0.007 -0.349
H -0.427425 -5.775154 0.488611 -0.298 -0.038 0.168 0.296
H -2.137706 -5.345403 0.274909 -0.096 -0.034 0.043 0.240
H -1.352153 -5.136954 1.847688 -0.073 -0.067 0.086 0.251
```
Positions in Å, forces in eV/Å.

=====

Look up the F_max of the first one.
3.8 eV/Å

=====

The highest DFT total energy belongs to which entry?
Cl3HO3Si